(1)
Density functional theory data (ωB97M-V/def2-TZVPD) for the molecule C6H9BrO2.

Structure (ORCA input):
```
! RIJCOSX wB97M-V def2-TZVPD def2/J DEFGRID3
* xyz 0 1
C 0.73 -1.31 0.25
C -0.54 0.85 0.11
C -0.59 0.04 -1.15
C 1.11 0.15 0.68
C -1.95 -0.16 -1.82
C 1.45 0.24 2.16
O 1.22 -2.32 0.72
O -0.16 -1.30 -0.73
Br 2.53 0.68 -0.52
H -0.27 1.84 -0.04
H -1.29 0.69 0.76
H 0.10 0.33 -2.08
H -2.52 0.71 -2.08
H -2.49 -0.69 -1.11
H -1.79 -0.52 -2.75
H 1.63 1.20 2.51
H 2.33 -0.31 2.28
H 0.51 -0.11 2.79
*
```

Output
SMILES string: C[C@H]1C[C@](C)(Br)C(=O)O1
maximum force: 7.46 eV/A
frontier orbital gap: 10.3 eV
ΔE to the lowest compared entry with this formula, charge and spin: 94.2 kJ/mol
electronic energy: -2958.4561 Ha

Charges obtained by natural (NBO) population analysis, quoted in units of e:
1 C 0.74
2 C -0.38
3 C 0.08
4 C -0.15
5 C -0.62
6 C -0.63
7 O -0.57
8 O -0.50
9 Br 0.06
10 H 0.22
11 H 0.21
12 H 0.21
13 H 0.22
14 H 0.22
15 H 0.22
16 H 0.22
17 H 0.24
18 H 0.22


(2)
Density functional theory data (ωB97M-V/def2-TZVPD) for C19H20Cl3F2N3OS2Ti as an isolated structure.

Structure (ORCA input):
```
! RIJCOSX wB97M-V def2-TZVPD def2/J DEFGRID3
* xyz -2 1
Ti 0.43 -0.02 1.23
C -0.46 4.89 0.69
S -1.34 4.37 2.18
C -0.91 2.64 2.13
S 0.72 2.15 2.49
N -1.87 1.82 1.86
N -1.45 0.52 1.77
C -2.42 -0.42 1.98
C -1.94 -1.69 2.05
C -2.70 -2.88 2.29
C -2.10 -4.08 2.41
C -0.67 -4.15 2.28
C 0.02 -3.01 2.01
N -0.54 -1.77 1.88
H -0.52 5.98 0.63
H 0.58 4.59 0.76
H -0.91 4.45 -0.19
H -3.45 -0.13 2.14
H -3.78 -2.78 2.38
H -2.68 -4.98 2.60
H -0.14 -5.09 2.38
H 1.09 -3.04 1.89
Cl 0.77 4.23 -5.34
C 0.63 3.34 -3.83
C 1.77 3.06 -3.10
C 1.66 2.36 -1.91
Cl 3.09 2.05 -0.98
C 0.42 1.89 -1.40
O 0.33 1.25 -0.31
C -0.70 2.24 -2.19
Cl -2.27 1.78 -1.61
C -0.61 2.94 -3.38
H 2.75 3.39 -3.44
H -1.50 3.17 -3.94
F 3.28 0.28 2.04
C 2.18 -0.43 2.55
F 2.68 -1.75 2.66
H 2.09 -0.10 3.59
C 1.32 -2.96 -2.18
C 0.51 -2.26 -1.09
C -0.66 -1.50 -1.72
C 1.39 -1.36 -0.21
H 0.70 -3.64 -2.77
H 2.14 -3.53 -1.74
H 1.75 -2.22 -2.86
H 0.08 -3.04 -0.45
H -0.29 -0.69 -2.36
H -1.30 -1.05 -0.96
H -1.28 -2.16 -2.33
H 1.96 -0.67 -0.86
H 2.14 -1.98 0.29
*
```

Output
maximum force: 0.20 eV/A
frontier orbital gap: 4.2 eV
ΔE to the lowest compared entry with this formula, charge and spin: 85.2 kJ/mol
electronic energy: -4201.7510 Ha

Charges obtained by natural (NBO) population analysis, quoted in units of e:
1 Ti 1.58
2 C -0.74
3 S 0.17
4 C -0.13
5 S -0.25
6 N -0.31
7 N -0.52
8 C -0.12
9 C 0.05
10 C -0.23
11 C -0.25
12 C -0.39
13 C 0.07
14 N -0.67
15 H 0.20
16 H 0.23
17 H 0.21
18 H 0.19
19 H 0.19
20 H 0.18
21 H 0.19
22 H 0.22
23 Cl -0.07
24 C -0.07
25 C -0.26
26 C -0.12
27 Cl 0.03
28 C 0.41
29 O -0.77
30 C -0.11
31 Cl 0.02
32 C -0.26
33 H 0.22
34 H 0.22
35 F -0.40
36 C 0.15
37 F -0.41
38 H 0.11
39 C -0.60
40 C -0.23
41 C -0.59
42 C -0.87
43 H 0.18
44 H 0.19
45 H 0.19
46 H 0.20
47 H 0.19
48 H 0.22
49 H 0.18
50 H 0.18
51 H 0.20


(3)
Density functional theory data (ωB97M-V/def2-TZVPD) for an isolated ion of composition C3H5N4 and charge +1.

Structure (ORCA input):
```
! RIJCOSX wB97M-V def2-TZVPD def2/J DEFGRID3
* xyz 1 1
C -0.18 0.74 -1.29
C -0.52 -0.99 1.88
C 0.62 1.33 -2.37
N -0.95 0.19 -0.60
N -1.49 -0.85 1.17
N -1.92 -0.31 0.08
N 0.32 -1.28 2.78
H 0.99 0.47 -3.01
H 1.69 1.41 -2.15
H 0.04 2.14 -2.83
H 1.00 -2.09 2.77
H 0.39 -0.78 3.58
*
```

Output
maximum force: 4.48 eV/A
frontier orbital gap: 9.6 eV
ΔE to the lowest compared entry with this formula, charge and spin: 455.4 kJ/mol
electronic energy: -335.8993 Ha

Charges obtained by natural (NBO) population analysis, quoted in units of e:
1 C 0.50
2 C 0.56
3 C -0.76
4 N -0.08
5 N -0.10
6 N -0.18
7 N -0.72
8 H 0.30
9 H 0.30
10 H 0.30
11 H 0.45
12 H 0.42


(4)
Density functional theory data (ωB97M-V/def2-TZVPD) for a 2-piece molecular cluster, C4H7N overall.

Structure (ORCA input):
```
! RIJCOSX wB97M-V def2-TZVPD def2/J DEFGRID3
* xyz 0 1
C -1.15 -0.13 0.02
C -0.47 1.21 -0.20
C 0.25 0.03 0.44
C 1.39 -0.60 -0.28
N -2.27 -0.62 -0.09
H 0.01 1.51 -1.10
H -0.85 2.12 0.27
H 0.45 0.08 2.24
H 1.22 -0.58 -1.42
H 1.76 -1.68 0.04
H 2.28 0.15 -0.25
H -2.64 -1.49 0.32
*
```

Output
maximum force: 4.31 eV/A
frontier orbital gap: 8.7 eV
ΔE to the lowest compared entry with this formula, charge and spin: 507.7 kJ/mol
electronic energy: -211.1673 Ha

Charges obtained by natural (NBO) population analysis, quoted in units of e:
1 C 0.30
2 C -0.52
3 C -0.09
4 C -0.67
5 N -0.61
6 H 0.22
7 H 0.24
8 H 0.08
9 H 0.23
10 H 0.24
11 H 0.22
12 H 0.37